Record 1
Density functional theory data (ωB97M-V/def2-TZVPD) for a structure of composition C28H45BrCrN2OP2 in a non-equilibrium geometry.

Values from the calculation:
Relative energy (zero: lowest compared OMol25 entry of this formula, charge and spin) = 0.00 kcal/mol
Electronic energy = -5579.19643 a.u.
Lowest unoccupied orbital energy (spin up / spin down) = -0.221 / -0.235 Eh
Spin multiplicity = 5
Orbital gap (spin up / spin down) = 0.2681 / 0.2851 hartree
Charge = +2

XYZ file:
```
80
Properties=species:S:1:pos:R:3:lowdin_charge:R:1
C -1.869 -1.507 -4.836 0.0067
C -0.741 -0.765 -4.393 -0.2287
C -0.437 0.427 -5.094 -0.0133
C -1.241 0.787 -6.172 -0.1271
N -2.291 0.094 -6.554 0.0849
C -2.594 -1.027 -5.929 -0.1166
C -0.081 -1.193 -3.205 0.0684
C 0.214 -1.597 -2.054 0.0057
C 1.168 -2.325 -1.269 -0.2074
C 1.158 -2.137 0.195 -0.2242
C 2.385 -2.243 0.961 -0.1658
C 3.446 -2.798 0.311 -0.6173
C 3.371 -3.341 -0.999 -0.0406
C 2.214 -3.103 -1.775 0.0156
Cr 0.480 -0.415 1.040 0.4098
P -1.167 0.558 -0.235 0.8915
H 0.403 1.064 -4.805 0.1188
H -2.188 -2.430 -4.334 0.1251
H -1.030 1.683 -6.747 0.1196
H -3.459 -1.577 -6.299 0.1211
H 2.160 -3.506 -2.808 0.1475
H 0.143 -2.543 0.720 0.1388
H 4.250 -3.902 -1.350 0.1258
H 2.486 -2.006 2.025 0.0990
C -1.876 1.333 1.261 -0.3871
C -2.984 2.359 1.044 -0.1131
H -1.072 1.759 1.884 0.0579
H -2.231 0.462 1.835 0.0838
H -3.311 2.704 2.037 0.0937
H -2.660 3.239 0.465 0.0845
H -3.849 1.918 0.537 0.0554
C -1.062 1.795 -1.547 -0.3498
C -2.299 2.125 -2.396 -0.1121
H -0.250 1.479 -2.216 0.0699
H -0.695 2.712 -1.059 0.0615
H -2.098 3.055 -2.961 0.0981
H -2.530 1.336 -3.131 0.0770
H -3.197 2.298 -1.782 0.0601
C -2.360 -0.711 -0.646 -0.3631
C -3.795 -0.200 -0.761 -0.1148
H -2.319 -1.510 0.111 0.0828
H -1.974 -1.165 -1.566 0.0547
H -4.409 -1.019 -1.168 0.0949
H -4.214 0.108 0.210 0.0748
H -3.867 0.656 -1.438 0.0454
Br 5.085 -2.942 1.383 0.7398
P 1.773 1.647 0.811 0.9543
C 1.021 3.327 0.771 -0.3811
C 1.606 4.345 1.714 -0.1184
H -0.046 3.175 0.994 0.0505
H 1.064 3.669 -0.273 0.0935
H 0.992 5.243 1.656 0.0900
H 1.579 4.015 2.752 0.0762
H 2.623 4.629 1.445 0.0765
C 2.146 1.148 2.543 -0.3937
C 3.548 1.449 3.043 -0.1102
H 1.952 0.047 2.612 0.0468
H 1.380 1.601 3.190 0.0991
H 3.638 1.060 4.063 0.0905
H 4.306 0.943 2.438 0.0794
H 3.761 2.524 3.073 0.0834
C 3.203 1.584 -0.339 -0.3631
C 4.089 2.827 -0.406 -0.1272
H 2.748 1.399 -1.331 0.0876
H 3.786 0.674 -0.105 0.0906
H 4.880 2.626 -1.136 0.0874
H 3.555 3.717 -0.763 0.0773
H 4.568 3.063 0.552 0.0763
C -1.794 -2.663 4.803 -0.0206
N -1.591 -3.538 3.667 -0.1577
C -1.204 -4.920 3.935 -0.0205
C -1.247 -2.980 2.493 -0.2533
O -1.008 -1.739 2.364 -0.1103
H -1.965 -3.280 5.679 0.0974
H -2.666 -2.037 4.650 0.1027
H -0.981 -1.975 5.002 0.0939
H -1.639 -5.585 3.180 0.1017
H -0.118 -5.098 3.877 0.1032
H -1.561 -5.199 4.934 0.1019
H -1.211 -3.686 1.621 0.1647
```

Record 2
Density functional theory data (ωB97M-V/def2-TZVPD) for a structure of composition C28H33AsBaF6N5O7P3S in a non-equilibrium geometry.

Values from the calculation:
Relative energy (zero: lowest compared OMol25 entry of this formula, charge and spin) = 13.93 kcal/mol
Electronic energy = -6170.31502 a.u.
Lowest unoccupied orbital energy (spin up / spin down) = -0.126 / -0.209 Eh
Spin multiplicity = 2
Orbital gap (spin up / spin down) = 0.2984 / 0.2152 hartree
Charge = +1

XYZ file:
```
85
Properties=species:S:1:pos:R:3:lowdin_charge:R:1
Ba 0.787 -1.387 -0.414 1.9793
C -4.274 -2.566 -0.627 0.0012
C -2.874 -2.229 -1.046 -0.2214
N -1.845 -2.846 -0.592 0.0409
N -2.094 -3.825 0.346 0.0106
C -1.140 -4.674 0.713 -0.7382
N -1.382 -5.502 1.728 0.1480
S 0.378 -4.773 -0.086 0.9999
C -2.618 -1.114 -2.012 -0.2277
C -3.653 -0.372 -2.565 -0.0120
C -3.349 0.666 -3.438 -0.0329
C -2.027 0.926 -3.736 -0.0226
C -1.054 0.134 -3.137 -0.1151
N -1.337 -0.851 -2.297 0.0299
H -4.418 -3.648 -0.604 0.0963
H -5.017 -2.163 -1.303 0.0748
H -4.479 -2.160 0.368 0.1029
H -2.945 -3.791 0.894 0.1556
H -1.995 -5.193 2.471 0.1345
H -0.632 -6.106 2.031 0.1202
H -4.686 -0.576 -2.331 0.1044
H -4.143 1.257 -3.874 0.1201
H -1.741 1.720 -4.411 0.1173
H -0.002 0.304 -3.338 0.1118
N 4.735 -2.236 -3.504 0.1697
C 3.804 -2.483 -2.333 -0.4900
C 4.542 -3.410 -1.357 -0.0771
P 3.721 -0.811 -1.477 0.2832
O 2.431 -0.058 -2.160 -0.2884
O 5.000 -0.186 -1.901 -0.2818
O 3.315 -1.054 -0.054 -0.4750
P 2.351 -3.410 -3.012 0.2847
O 2.028 -2.439 -4.280 -0.1526
O 2.827 -4.727 -3.470 -0.2770
O 1.202 -3.289 -2.032 -0.6571
H 5.339 -1.443 -3.186 0.1278
H 4.194 -1.942 -4.320 0.1458
H 5.257 -3.079 -3.740 0.1642
H 5.458 -2.939 -0.997 0.0981
H 4.766 -4.359 -1.847 0.0860
H 3.918 -3.605 -0.488 0.0855
H 2.069 0.639 -1.571 0.0114
H 1.706 -2.960 -5.028 0.0901
F -0.578 -1.849 1.750 -0.3785
P 0.002 -1.904 3.340 0.1702
F 0.154 -0.306 3.282 -0.1337
F -0.183 -3.519 3.263 -0.1668
F -1.523 -1.766 3.827 -0.1382
F 1.481 -2.061 2.690 -0.1760
F 0.559 -1.980 4.813 -0.0931
O 0.596 1.135 -0.223 -0.6967
As 0.064 2.291 0.856 1.2195
C 1.302 2.527 2.281 -0.3073
C 1.168 3.613 3.140 -0.0942
C 2.059 3.760 4.191 -0.0682
C 3.076 2.829 4.369 -0.0592
C 3.212 1.758 3.498 -0.0486
C 2.323 1.601 2.446 -0.0837
C -1.663 1.762 1.490 -0.2989
C -2.612 1.449 0.519 -0.0948
C -3.874 1.027 0.905 -0.0834
C -4.182 0.917 2.257 -0.0677
C -3.233 1.225 3.220 -0.0563
C -1.968 1.652 2.839 -0.0813
C -0.189 3.946 -0.066 -0.3009
C 0.635 4.243 -1.146 -0.0847
C 0.482 5.450 -1.811 -0.0688
C -0.488 6.353 -1.394 -0.0684
C -1.311 6.053 -0.317 -0.0692
C -1.165 4.845 0.350 -0.0949
H 0.382 4.346 2.991 0.1053
H 1.964 4.598 4.868 0.1093
H 3.769 2.945 5.192 0.1108
H 4.008 1.039 3.636 0.1165
H 2.436 0.766 1.764 0.0855
H -2.366 1.543 -0.535 0.0997
H -4.623 0.805 0.156 0.0994
H -5.170 0.594 2.561 0.1086
H -3.472 1.125 4.270 0.1162
H -1.218 1.867 3.590 0.1078
H 1.391 3.534 -1.464 0.1037
H 1.121 5.689 -2.650 0.1097
H -0.603 7.296 -1.912 0.1100
H -2.067 6.758 0.001 0.1099
H -1.819 4.601 1.179 0.1063
```